DFT (ωB97M-V with the def2-TZVPD basis set) results for C37H36N5SbV as an isolated structure.

Last column: Löwdin charge in e.
Cartesian coordinates (Å):
V (0.51, 0.84, 0.56)  0.769
C (-1.92, -0.75, -1.21)  -0.093
N (-0.76, -1.30, -0.52)  -0.053
C (0.24, -1.96, -1.37)  -0.093
C (1.46, -1.11, -1.56)  -0.274
N (1.77, -0.09, -0.78)  0.029
C (3.03, 0.36, -1.21)  -0.210
C (3.83, 1.39, -0.73)  -0.017
C (5.04, 1.58, -1.37)  -0.053
C (5.45, 0.77, -2.44)  -0.049
C (4.66, -0.26, -2.91)  0.012
C (3.45, -0.44, -2.27)  -0.166
N (2.42, -1.36, -2.46)  0.201
C (-1.83, 0.74, -1.35)  -0.274
N (-1.07, 1.48, -0.55)  0.017
C (-1.33, 2.82, -0.90)  -0.206
C (-0.82, 4.00, -0.38)  -0.016
C (-1.27, 5.18, -0.94)  -0.055
C (-2.19, 5.18, -2.00)  -0.049
C (-2.70, 4.01, -2.52)  0.012
C (-2.24, 2.84, -1.94)  -0.165
N (-2.54, 1.50, -2.20)  0.200
H (-2.10, -1.22, -2.19)  0.135
H (-2.81, -0.95, -0.61)  0.145
H (-1.06, -1.94, 0.20)  0.084
H (0.56, -2.88, -0.88)  0.149
H (-0.17, -2.25, -2.34)  0.136
H (3.55, 2.01, 0.11)  0.115
H (5.70, 2.37, -1.03)  0.117
H (6.41, 0.96, -2.91)  0.118
H (4.98, -0.88, -3.74)  0.124
H (2.40, -2.10, -3.15)  0.184
H (-0.11, 4.02, 0.45)  0.107
H (-0.91, 6.12, -0.56)  0.116
H (-2.52, 6.13, -2.41)  0.119
H (-3.42, 4.02, -3.33)  0.124
H (-3.19, 1.15, -2.89)  0.184
C (-2.00, 2.27, 3.85)  -0.076
C (-1.54, 1.43, 5.01)  -0.312
C (-2.01, 1.71, 6.29)  -0.027
C (-1.60, 0.96, 7.39)  -0.046
C (-0.72, -0.10, 7.22)  -0.060
C (-0.25, -0.40, 5.96)  -0.115
C (-0.65, 0.36, 4.86)  -0.350
Sb (0.09, -0.17, 2.99)  1.540
C (2.21, 0.00, 3.01)  -0.361
C (2.93, -0.82, 2.14)  -0.186
C (4.30, -0.72, 2.02)  -0.073
C (4.97, 0.22, 2.78)  -0.047
C (4.26, 1.07, 3.62)  -0.026
C (2.88, 1.00, 3.74)  -0.289
C (2.17, 1.97, 4.64)  -0.041
C (-0.47, -2.22, 2.92)  -0.329
C (-1.81, -2.33, 2.52)  -0.184
C (-2.44, -3.56, 2.47)  -0.073
C (-1.73, -4.70, 2.81)  -0.050
C (-0.41, -4.59, 3.22)  -0.027
C (0.25, -3.36, 3.29)  -0.282
C (1.67, -3.33, 3.78)  -0.043
H (-2.65, 3.07, 4.19)  0.086
H (-2.55, 1.68, 3.11)  0.072
H (-1.16, 2.74, 3.33)  0.057
H (-2.70, 2.53, 6.43)  0.119
H (-1.98, 1.20, 8.37)  0.117
H (-0.41, -0.68, 8.08)  0.115
H (0.43, -1.23, 5.84)  0.099
H (2.41, -1.59, 1.57)  0.088
H (4.84, -1.38, 1.36)  0.117
H (6.05, 0.31, 2.72)  0.118
H (4.80, 1.82, 4.19)  0.123
H (2.80, 2.85, 4.81)  0.090
H (1.94, 1.53, 5.61)  0.095
H (1.23, 2.33, 4.22)  0.060
H (-2.38, -1.44, 2.27)  0.088
H (-3.48, -3.62, 2.18)  0.113
H (-2.21, -5.67, 2.79)  0.117
H (0.13, -5.48, 3.51)  0.123
H (1.86, -4.20, 4.41)  0.092
H (1.89, -2.44, 4.37)  0.065
H (2.38, -3.36, 2.96)  0.079

LUMO energy (alpha / beta)   -5.5079 / -5.4741 eV
Frontier orbital gap (alpha / beta)   7.7 / 8.2 eV
Net charge   +2
Energy above the lowest of the compared OMol25 structures with the same formula, charge and spin   96.1 kJ/mol
Spin multiplicity   4